This record from OMol25 describes a molecular structure, C25H48OP2Re in a non-equilibrium geometry. The level of theory is the ωB97M-V functional and the def2-TZVPD basis.

## Properties
Highest occupied orbital energy (alpha / beta): -13.49 / -13.53 eV
Net charge: +2
Energy relative to the best compared isomer or geometry (same formula, charge and spin): 58.6 kcal/mol
LUMO (alpha / beta): -5.47 / -8.98 eV
Spin multiplicity: 4
Orbital gap (alpha / beta): 8.02 / 4.56 eV

Atoms and positions in Å:
Re (0.38217, -0.41457, -0.65768)
C (-1.09134, -1.98123, -0.72274)
C (0.00865, -2.26330, -1.61677)
C (0.83172, -2.11480, 0.56103)
C (-0.59300, -1.96469, 0.62048)
C (1.19993, -2.34038, -0.82168)
C (-2.54783, -1.98810, -1.13287)
H (-2.72134, -1.41160, -2.04817)
H (-3.20900, -1.57232, -0.36051)
H (-2.88952, -3.00937, -1.36692)
C (-1.44883, -2.16889, 1.84133)
H (-2.46845, -2.46120, 1.54734)
H (-1.50604, -1.29314, 2.50782)
H (-1.06580, -3.01036, 2.44029)
C (1.79140, -2.36238, 1.69269)
H (2.40118, -3.25809, 1.48482)
H (1.28330, -2.54404, 2.65016)
H (2.49897, -1.53124, 1.82405)
C (2.56078, -2.68329, -1.33877)
H (2.54794, -3.66957, -1.83644)
H (3.31278, -2.68376, -0.54037)
H (2.86373, -1.94051, -2.08282)
C (-0.12576, -2.79438, -3.00330)
H (-0.25332, -3.89789, -2.98173)
H (0.77106, -2.57025, -3.59735)
H (-0.99667, -2.35307, -3.49641)
C (-0.51745, 1.70441, -2.08109)
C (-0.92868, 0.51170, -2.59480)
C (-0.71820, 0.16354, -4.07313)
C (0.74351, -0.02843, -4.51775)
C (1.79817, 0.06143, -3.43586)
C (2.06645, 1.23469, -2.85180)
C (1.49542, 2.53836, -3.38887)
C (0.04512, 2.80797, -2.92391)
H (-1.19657, 0.93836, -4.71908)
H (0.94352, 0.72496, -5.30191)
H (-1.28226, -0.75588, -4.31628)
H (-0.58133, 3.02394, -3.80682)
H (-0.64287, 1.97394, -1.02541)
H (-1.74272, -0.03888, -2.10600)
H (0.00335, 3.73425, -2.32909)
H (2.12789, 3.39795, -3.12326)
H (2.77982, 1.27237, -2.02348)
H (1.50165, 2.53553, -4.49146)
H (0.86173, -1.01583, -4.98272)
H (2.46092, -0.80180, -3.32624)
P (-2.65552, 1.29701, -0.00094)
C (-3.55905, 0.72487, 1.47039)
H (-4.33112, 1.46892, 1.66540)
H (-2.89573, 0.63346, 2.33369)
H (-4.01531, -0.24830, 1.28084)
C (-2.17074, 2.97909, 0.52622)
H (-3.06662, 3.47309, 0.90087)
H (-1.75915, 3.56150, -0.30082)
H (-1.40257, 2.90441, 1.30055)
C (-3.98143, 1.63857, -1.20465)
H (-3.56186, 1.96702, -2.16287)
H (-4.61573, 2.41477, -0.76195)
H (-4.54459, 0.71268, -1.37444)
P (2.57477, 1.06097, 0.38293)
C (4.19707, 0.36455, -0.15344)
H (4.87794, 1.18064, -0.41709)
H (4.11054, -0.34207, -0.98958)
H (4.60252, -0.19223, 0.70932)
C (2.38844, 2.80780, -0.15178)
H (2.36324, 2.93614, -1.22903)
H (3.23650, 3.35886, 0.26638)
H (1.45262, 3.20385, 0.24940)
C (3.05424, 1.41285, 2.12593)
H (4.08329, 1.79440, 2.13017)
H (3.01660, 0.51675, 2.75447)
H (2.40911, 2.18254, 2.56037)
C (0.00394, 0.78489, 2.48409)
O (0.13503, 1.02953, 1.09375)
H (0.41065, -0.20758, 2.79390)
H (-1.06323, 0.87174, 2.74666)
H (0.54024, 1.58477, 3.02947)

Cartesian forces, eV/Å:
Re 1.174 5.279 1.282
C -0.482 -1.388 0.078
C -0.400 -1.221 -0.453
C 0.275 -1.220 0.561
C 0.117 -1.592 -0.142
C -0.268 -0.456 0.120
C -0.047 -0.021 -0.097
H -0.042 -0.290 0.142
H 0.257 -0.203 -0.152
H 0.211 0.239 0.246
C -0.298 0.561 0.376
H 0.349 0.253 0.057
H -0.022 -0.438 -0.279
H 0.107 0.335 -0.285
C 0.266 0.002 0.331
H -0.325 0.286 0.034
H 0.074 0.171 -0.302
H -0.254 -0.250 0.045
C 0.219 -0.053 -0.168
H 0.025 0.364 0.301
H -0.231 -0.088 -0.215
H 0.138 -0.415 0.228
C 0.037 -0.199 -0.345
H 0.052 0.619 0.051
H -0.343 -0.176 0.160
H 0.239 -0.385 0.046
C -0.229 0.019 0.186
C -0.615 0.332 -0.529
C -0.989 0.010 0.128
C 0.819 -0.256 -0.520
C -0.092 0.263 -0.729
C 0.640 0.210 -0.279
C 0.240 0.081 -0.125
C 0.300 0.554 0.265
H 0.328 -0.318 0.626
H 0.134 -0.426 0.299
H 0.232 0.614 0.206
H 0.032 -0.429 0.381
H -0.364 -0.142 -0.564
H 0.683 0.341 0.055
H 0.131 -0.283 -0.147
H -0.080 -0.392 0.044
H 0.080 -0.017 -0.952
H 0.143 -0.261 0.427
H -0.220 0.411 -0.123
H -0.502 0.358 0.364
P -0.214 0.935 1.196
C 0.203 -0.440 -0.196
H -0.084 -0.037 0.142
H -0.216 0.102 -0.144
H -0.089 0.116 0.078
C 0.380 -0.180 -0.078
H -0.009 0.083 0.063
H -0.154 -0.030 0.043
H -0.234 0.053 -0.070
C 0.300 -0.637 -0.370
H -0.145 0.062 0.265
H 0.024 -0.147 -0.152
H -0.061 0.296 0.017
P -0.062 -0.689 -0.214
C 0.042 0.070 -0.132
H 0.109 -0.238 0.057
H 0.009 0.381 0.166
H -0.089 0.274 -0.350
C 0.303 -0.069 -0.035
H 0.136 0.097 0.272
H -0.158 0.112 -0.113
H 0.129 -0.139 0.169
C -0.418 -0.204 0.208
H -0.209 -0.113 -0.157
H 0.018 0.173 -0.078
H 0.148 -0.190 -0.107
C 0.342 -0.052 -0.407
O -1.240 -0.101 -0.672
H -0.305 0.670 -0.139
H 0.396 -0.141 0.221
H -0.346 -0.398 -0.119



This record from OMol25 describes 10 unconnected molecules or ions with the total composition C20H60O16 in a non-equilibrium geometry. The level of theory is the ωB97M-V functional and the def2-TZVPD basis.

## Properties
Highest occupied orbital energy: -9.82 eV
Energy relative to the best compared isomer or geometry (same formula, charge and spin): 27.3 kcal/mol
LUMO: 0.27 eV
Structure (SMILES): OCCO.OCCO.OCCO.OCCO.OCCO.OCCO.CCO.CCO.CCO.CCO
Orbital gap: 10.09 eV

Atoms and positions in Å:
O (4.91373, -2.68984, 0.20535)
C (3.67927, -2.87380, -0.51143)
C (3.39276, -1.77169, -1.61488)
O (3.47724, -0.52277, -0.93338)
H (5.68344, -2.63287, -0.36462)
H (3.54918, -3.85762, -0.94133)
H (2.97334, -2.69539, 0.24786)
H (2.43681, -1.87063, -2.09813)
H (4.13940, -1.83364, -2.40201)
H (4.30223, -0.55054, -0.44459)
O (-0.90680, 2.58063, -1.39596)
C (-1.52635, 2.79199, -0.16698)
C (-2.75437, 3.63596, -0.39554)
O (-2.48997, 4.80279, -1.13966)
H (-0.13801, 1.96943, -1.28811)
H (-1.88264, 1.85186, 0.25546)
H (-0.89740, 3.31699, 0.58920)
H (-3.12065, 3.93688, 0.61791)
H (-3.59091, 3.10493, -0.85992)
H (-1.69091, 4.55947, -1.65955)
O (-2.34824, -0.32613, 2.28499)
C (-1.83226, 0.37295, 3.35764)
C (-2.54234, 1.71592, 3.57401)
O (-2.33060, 2.31249, 4.87611)
H (-2.10877, -1.24088, 2.30608)
H (-1.86990, -0.27708, 4.25327)
H (-0.74109, 0.59315, 3.16720)
H (-3.60262, 1.50077, 3.42823)
H (-2.36199, 2.38720, 2.74436)
H (-1.35767, 2.45050, 4.94988)
O (-2.97085, -3.09658, 1.52752)
C (-3.41444, -3.12264, 0.14290)
C (-4.01061, -1.75492, -0.22737)
O (-4.82169, -1.31642, 0.80306)
H (-3.73487, -3.34842, 2.05709)
H (-2.56971, -3.42722, -0.48871)
H (-4.15642, -3.88787, 0.02696)
H (-4.60640, -1.81322, -1.14963)
H (-3.24415, -1.05677, -0.47264)
H (-4.25851, -0.90178, 1.47251)
O (6.64396, 3.25372, 0.07757)
C (5.38253, 2.56543, -0.12079)
C (5.19094, 2.44056, -1.61641)
O (6.13436, 1.41201, -2.08111)
H (7.22944, 2.79534, -0.54654)
H (5.58092, 1.56404, 0.32368)
H (4.52038, 3.04059, 0.39286)
H (5.42948, 3.43782, -2.05681)
H (4.15812, 2.18526, -1.92458)
H (6.12707, 1.33632, -3.02886)
O (0.87638, -3.23347, -3.43886)
C (-0.50902, -3.55395, -3.26978)
C (-1.53534, -2.56921, -3.71033)
O (-1.78303, -2.50780, -5.09719)
H (1.17549, -3.63182, -4.30978)
H (-0.68443, -4.50881, -3.75104)
H (-0.65360, -3.62546, -2.19002)
H (-1.23234, -1.59977, -3.26387)
H (-2.40563, -2.90444, -3.16828)
H (-1.61403, -1.58522, -5.34705)
C (2.08736, -2.85637, 3.00010)
C (0.90258, -3.69526, 2.49074)
O (-0.29293, -2.86350, 2.41624)
H (2.59358, -2.27902, 2.22754)
H (2.89011, -3.50203, 3.35948)
H (1.82916, -2.19810, 3.79845)
H (0.76626, -4.48859, 3.15925)
H (1.10317, -4.09113, 1.55145)
H (-0.91729, -3.34952, 1.84893)
C (-4.36646, 0.85827, -4.50404)
C (-3.50181, 1.45619, -3.37919)
O (-2.22937, 0.83848, -3.51949)
H (-4.23299, -0.22544, -4.50823)
H (-3.97410, 1.28376, -5.38422)
H (-5.36250, 1.12460, -4.47100)
H (-3.94553, 1.27798, -2.39984)
H (-3.47547, 2.53814, -3.52444)
H (-1.61785, 1.41363, -3.08453)
C (0.77725, 3.77081, 3.04144)
C (1.43410, 3.45112, 4.37015)
O (0.34109, 3.16763, 5.28365)
H (1.57037, 3.89208, 2.27011)
H (0.11994, 4.59069, 3.17533)
H (0.24553, 2.82687, 2.78049)
H (2.05974, 4.33621, 4.77495)
H (2.05068, 2.51165, 4.33888)
H (0.72653, 3.13277, 6.15882)
C (-0.19980, -1.16045, -0.48126)
C (0.61010, -0.13282, 0.31032)
O (1.08599, 0.95740, -0.44651)
H (-1.03917, -0.62917, -0.98468)
H (-0.57185, -1.88006, 0.18628)
H (0.43622, -1.62170, -1.22511)
H (1.49181, -0.64801, 0.83057)
H (-0.05478, 0.17084, 1.12756)
H (1.96244, 0.69569, -0.79411)

Cartesian forces, eV/Å:
O -0.467 0.215 -0.338
C 0.431 1.111 -1.592
C 1.290 -0.795 1.711
O -0.371 0.276 -0.619
H -0.011 -0.208 -0.382
H 0.236 -0.429 -0.001
H -1.182 -0.115 0.813
H -0.508 -0.150 0.170
H 0.338 0.049 -0.201
H 0.218 0.169 0.236
O 0.942 -0.368 -0.935
C -0.650 0.120 0.820
C -0.947 0.488 1.186
O 1.189 -0.195 -0.511
H -0.362 0.477 0.289
H 0.135 -0.236 0.300
H 0.030 -0.371 -0.611
H 0.173 -0.104 -0.650
H 0.235 -0.342 -0.112
H -0.721 0.462 0.202
O -1.347 0.847 -1.447
C 2.024 0.446 1.360
C -0.920 -0.664 0.553
O 0.650 -0.780 -1.501
H 0.447 -1.016 0.143
H -0.088 0.649 -0.045
H -0.648 -0.229 0.291
H -0.237 0.053 0.616
H 0.693 0.467 -0.139
H -0.708 0.158 0.103
O 0.048 -0.313 -0.835
C 0.332 0.444 0.252
C 0.046 -0.986 -0.745
O -0.702 0.498 0.658
H 0.105 0.159 0.064
H -0.017 0.331 0.180
H -0.553 -0.461 0.036
H -0.039 -0.311 0.245
H 0.891 0.691 0.094
H 0.038 0.042 -0.035
O -0.733 0.021 -0.049
C 1.132 -0.747 0.116
C -0.220 -0.167 -0.888
O -0.541 0.826 1.233
H 0.037 0.235 0.310
H -0.814 0.303 -0.280
H 0.857 0.063 -0.335
H -0.039 -0.687 0.155
H 0.454 -0.108 0.316
H -0.169 0.198 -0.549
O 0.448 -0.433 -1.837
C 0.712 -0.580 0.111
C 0.671 0.885 0.648
O 0.392 0.663 0.010
H -0.574 0.894 1.607
H -0.267 -0.417 0.109
H 0.042 -0.323 0.057
H -0.400 -0.204 -0.515
H -0.865 0.047 0.006
H -0.208 -0.449 -0.111
C 0.426 -0.738 -0.874
C -0.017 2.914 1.108
O 0.637 -0.859 -0.290
H -0.383 0.241 -0.151
H -0.154 -0.256 0.156
H -0.463 0.424 0.577
H -0.528 -1.277 1.117
H 0.491 -0.729 -1.887
H -0.083 0.343 0.492
C 2.210 -0.507 1.238
C -1.009 -0.485 -0.796
O -0.563 -0.187 -0.270
H -0.165 0.064 -0.099
H 0.503 0.143 -1.411
H -2.236 0.460 0.416
H 0.105 -0.195 0.218
H 0.340 0.081 0.097
H 0.836 0.561 0.702
C 1.530 -2.244 -0.140
C 0.523 0.278 0.917
O 0.607 0.375 -0.272
H -0.713 0.344 0.393
H -0.604 0.808 -0.295
H -0.065 0.844 -0.108
H -0.882 -1.396 -0.623
H -0.188 1.031 -0.251
H -0.138 -0.102 0.351
C 0.474 1.967 -1.121
C 0.527 -1.707 1.434
O 0.335 0.096 -0.280
H 0.446 -0.436 0.200
H -0.553 -1.009 0.849
H -0.009 -0.248 -0.344
H -1.095 0.633 -0.735
H 0.275 0.646 -0.222
H -0.346 0.026 0.165



This record from OMol25 describes C5H10 in the gas phase in a non-equilibrium geometry. The level of theory is the ωB97M-V functional and the def2-TZVPD basis.

## Properties
Highest occupied orbital energy: -8.22 eV
Energy relative to the best compared isomer or geometry (same formula, charge and spin): 65.8 kcal/mol
LUMO: 0.89 eV
Structure (SMILES): C=CCCC
Orbital gap: 9.11 eV

Atoms and positions in Å:
C (0.87589, -1.98169, 1.68711)
C (0.93561, -0.80176, 1.01185)
C (-0.20402, -0.26910, 0.23256)
C (0.14635, 0.73362, -0.88960)
C (-1.00381, 1.73846, -1.11465)
H (0.50547, -2.88256, 1.19546)
H (1.31912, -2.16357, 2.66100)
H (1.95151, -0.46453, 0.80119)
H (-0.92355, 0.27632, 0.85613)
H (-0.87052, -1.07231, -0.12099)
H (1.16147, 1.12833, -0.92452)
H (0.12759, 0.14694, -1.81727)
H (-1.01208, 1.96123, -2.18033)
H (-1.11154, 2.53981, -0.39247)
H (-1.89751, 1.11082, -1.00546)

Cartesian forces, eV/Å:
C 0.043 -0.142 -0.355
C 0.209 -1.456 0.013
C 0.043 0.576 -0.916
C -0.801 -0.932 -1.194
C -0.025 -1.656 -0.200
H -1.700 0.396 0.640
H 1.305 -0.081 -0.595
H -0.225 1.588 1.343
H 0.533 -0.088 0.706
H 0.328 -0.105 -0.261
H -0.064 0.307 0.780
H 0.156 -0.051 -0.006
H 0.025 1.026 0.219
H 0.318 0.384 -0.263
H -0.145 0.235 0.089